ORCA calculation (the ωB97M-V functional and the def2-TZVPD basis) on a cluster of 15 separate species, C23H76O19 in total.

```
118
C23H76O19, DFT the ωB97M-V functional and the def2-TZVPD basis
C -2.67 0.52 2.84
C -4.02 -0.20 3.03
O -3.81 -1.57 3.35
O -2.02 0.93 4.07
H -2.94 1.40 2.23
H -2.08 -0.15 2.24
H -4.60 -0.18 2.11
H -4.68 0.25 3.78
H -3.82 -1.75 4.29
H -1.06 0.76 4.06
C 1.11 -3.39 1.14
C 0.18 -4.18 0.27
O -1.09 -3.53 -0.05
O 1.96 -4.12 1.98
H 0.51 -2.81 1.85
H 1.73 -2.76 0.58
H -0.09 -5.10 0.72
H 0.66 -4.50 -0.69
H -1.72 -3.69 0.68
H 2.76 -4.29 1.47
C -0.27 1.17 0.17
C 0.17 -0.12 0.93
O 1.58 -0.33 0.89
O -0.28 0.87 -1.17
H 0.43 2.00 0.39
H -1.25 1.42 0.66
H -0.33 -0.97 0.49
H -0.06 0.06 1.96
H 1.83 -0.45 -0.03
H -1.20 0.43 -1.30
C -1.79 4.07 2.30
C -0.33 4.53 2.58
O 0.12 3.89 3.80
O -2.49 3.81 3.49
H -1.81 3.18 1.70
H -2.31 4.86 1.68
H -0.35 5.57 2.84
H 0.46 4.26 1.82
H -0.47 4.07 4.53
H -2.08 3.04 3.96
C 4.98 -4.17 -1.59
O 3.61 -4.11 -1.12
H 5.63 -3.84 -0.82
H 5.19 -5.20 -1.91
H 5.13 -3.51 -2.46
H 3.16 -3.38 -1.53
C -2.09 -4.13 3.40
O -2.67 -3.90 2.11
H -2.87 -4.44 4.07
H -1.45 -4.94 3.36
H -1.59 -3.27 3.83
H -3.25 -3.11 2.20
C -0.37 -1.65 -5.36
O 0.32 -0.97 -4.33
H -0.87 -2.56 -5.04
H -1.22 -1.05 -5.70
H 0.30 -1.79 -6.20
H 0.63 -1.60 -3.66
C 0.64 -1.02 4.41
O 0.51 0.37 4.31
H 1.38 -1.36 5.14
H -0.34 -1.43 4.72
H 0.89 -1.47 3.41
H 1.19 0.83 3.78
C -4.42 -3.48 -1.36
O -3.15 -2.90 -1.70
H -5.13 -2.73 -1.25
H -4.67 -4.20 -2.20
H -4.33 -4.02 -0.47
H -2.39 -3.36 -1.30
C 2.41 5.24 -0.60
O 2.34 3.84 -0.69
H 3.26 5.57 0.02
H 2.54 5.62 -1.63
H 1.52 5.59 -0.12
H 1.98 3.63 -1.60
C 3.23 2.13 2.29
O 2.37 2.16 3.39
H 4.26 2.34 2.57
H 3.16 1.18 1.77
H 2.91 2.92 1.64
H 1.70 2.80 3.24
C 2.96 -0.62 -2.33
O 1.86 -1.37 -1.85
H 3.65 -0.35 -1.47
H 3.50 -1.20 -3.06
H 2.58 0.31 -2.80
H 1.05 -0.83 -1.84
C 4.51 -1.53 2.18
O 4.58 -2.66 3.02
H 4.00 -0.66 2.65
H 5.54 -1.28 1.97
H 4.05 -1.82 1.25
H 3.71 -2.97 3.27
C -4.24 2.01 -0.78
C -4.01 0.81 -1.70
C -3.54 1.29 -3.10
O -3.04 -0.10 -1.10
H -4.41 1.64 0.20
H -5.00 2.68 -1.19
H -3.36 2.57 -0.85
H -4.98 0.31 -1.83
H -4.01 2.26 -3.34
H -3.77 0.55 -3.83
H -2.42 1.39 -3.10
H -3.25 -1.01 -1.45
C 0.21 2.64 -5.37
C 1.45 2.31 -4.56
C 2.55 3.27 -4.98
O 1.16 2.58 -3.19
H -0.18 3.65 -4.99
H -0.58 1.95 -5.13
H 0.48 2.64 -6.45
H 1.81 1.26 -4.71
H 3.55 3.02 -4.61
H 2.22 4.27 -4.69
H 2.73 3.21 -6.03
H 0.37 2.12 -2.87
```

## Properties
charge = 0
orbital gap = 10.11 eV
energy relative to the best compared isomer or geometry (same formula, charge and spin) = 0.0 kcal per mole
F_max = 0.0692 Eh/bohr



ORCA calculation (the ωB97M-V functional and the def2-TZVPD basis) on a cluster of 23 separate species, C23H92O23 in total.

```
138
C23H92O23, DFT the ωB97M-V functional and the def2-TZVPD basis
C 1.25 5.80 -1.07
O 0.75 4.50 -1.17
H 2.28 5.86 -1.34
H 0.63 6.50 -1.68
H 1.13 6.11 -0.04
H 1.15 4.10 -1.98
C -5.43 3.11 2.56
O -4.03 2.95 2.51
H -5.75 2.94 3.56
H -5.67 4.12 2.26
H -5.96 2.34 2.03
H -3.85 2.00 2.31
C -0.11 4.09 -4.10
O 1.18 3.48 -3.69
H -0.43 3.78 -5.00
H -0.83 4.00 -3.32
H 0.22 5.14 -4.19
H 0.93 2.58 -3.37
C 4.14 1.28 -5.53
O 2.83 1.40 -4.92
H 4.14 1.38 -6.60
H 4.90 1.85 -5.07
H 4.46 0.23 -5.45
H 2.56 2.30 -4.70
C -0.84 -4.81 0.48
O -1.30 -3.67 1.12
H -1.24 -4.86 -0.53
H 0.27 -4.93 0.46
H -1.17 -5.79 0.87
H -0.64 -3.31 1.72
C -3.18 2.36 -0.83
O -2.41 1.25 -1.29
H -2.65 3.23 -1.19
H -4.19 2.21 -1.25
H -3.11 2.39 0.25
H -2.49 0.62 -0.55
C 3.25 2.42 0.45
O 3.04 3.80 0.33
H 2.40 1.82 0.62
H 3.73 1.96 -0.44
H 3.82 2.18 1.35
H 2.20 4.01 -0.14
C -1.46 5.09 1.30
O -1.22 4.29 2.50
H -0.94 4.67 0.39
H -2.42 5.36 1.32
H -0.91 6.01 1.41
H -1.90 3.62 2.37
C -5.52 -2.04 2.00
O -4.27 -1.93 2.70
H -5.72 -3.05 1.76
H -6.33 -1.73 2.61
H -5.48 -1.70 0.97
H -3.87 -2.79 2.83
C 3.28 -5.82 -2.01
O 3.41 -4.47 -1.50
H 4.11 -6.04 -2.73
H 3.51 -6.53 -1.17
H 2.30 -5.94 -2.48
H 3.37 -3.96 -2.30
C -1.39 -0.14 1.88
O -2.54 -0.40 1.12
H -1.67 0.52 2.77
H -0.86 -1.01 2.25
H -0.71 0.42 1.30
H -3.12 -1.00 1.58
C 4.67 -3.34 -4.65
O 3.55 -2.61 -4.26
H 4.32 -4.37 -4.63
H 5.10 -3.00 -5.57
H 5.54 -3.33 -3.97
H 3.87 -1.73 -3.89
C -0.38 -0.16 -3.48
O -0.14 0.85 -2.54
H -0.37 -1.12 -2.95
H -1.42 0.02 -3.89
H 0.29 -0.12 -4.34
H -0.97 1.05 -2.00
C -3.34 -5.41 3.56
O -3.54 -4.33 2.60
H -2.65 -5.07 4.36
H -4.26 -5.72 4.06
H -2.98 -6.27 3.00
H -2.66 -4.21 2.18
C 1.58 3.00 3.29
O 0.62 2.14 2.63
H 2.37 3.44 2.66
H 1.06 3.68 3.92
H 2.13 2.31 3.91
H -0.13 2.69 2.39
C -0.35 -2.89 4.60
O 0.29 -3.01 3.31
H -0.86 -3.86 4.86
H 0.41 -2.74 5.39
H -1.06 -2.05 4.64
H 0.79 -2.15 3.13
C 2.57 -0.40 2.46
O 1.30 -0.39 3.14
H 2.48 -0.22 1.45
H 3.22 0.37 2.85
H 3.04 -1.36 2.70
H 0.86 0.36 2.79
C -3.16 -2.44 -1.53
O -3.78 -2.63 -0.33
H -3.54 -1.56 -1.96
H -2.11 -2.35 -1.36
H -3.32 -3.23 -2.25
H -3.41 -3.34 0.13
C 5.37 -1.37 -1.81
O 4.76 -0.60 -2.86
H 4.95 -2.39 -1.81
H 6.48 -1.52 -1.86
H 5.17 -1.00 -0.79
H 4.00 -0.04 -2.52
C 2.83 6.72 2.34
O 1.55 6.25 2.58
H 2.80 7.79 2.60
H 3.48 6.31 3.14
H 3.23 6.54 1.34
H 1.53 5.28 2.43
C -0.52 -4.03 -4.84
O 0.43 -3.76 -3.85
H -1.26 -4.60 -4.28
H -1.06 -3.12 -5.17
H -0.13 -4.62 -5.74
H 1.32 -3.47 -4.25
C 1.90 -1.57 -0.79
O 2.14 -0.19 -1.25
H 2.88 -1.94 -0.42
H 1.30 -1.64 0.18
H 1.50 -2.23 -1.56
H 1.28 0.19 -1.51
C -4.48 0.15 5.33
O -4.97 0.26 4.05
H -4.92 -0.79 5.88
H -3.38 0.07 5.41
H -4.85 1.07 5.82
H -4.58 -0.42 3.48
```

## Properties
charge = 0
orbital gap = 10.37 eV
energy relative to the best compared isomer or geometry (same formula, charge and spin) = 20.9 kcal per mole
F_max = 0.1041 Eh/bohr



The records above yield E_LUMO values of 0.542, 0.616 eV, respectively.